No. 1
54
Properties=species:S:1:pos:R:3 method="wB97M-V/def2-TZVPD" e_homo_ha="-0.549 / -0.549" spin_multiplicity=7 energy_ev=-50983.295 e_above_lowest_kcal_mol=0.00 total_charge=+2 max_force_ev_per_a=1.41 homo_lumo_gap_ev="7.35 / 9.64" s2=12.01 lumo_ev="-7.58 / -5.29"
Eu -0.5379 -0.6155 -0.1669
N 1.4000 2.2477 -0.7846
C 2.9202 2.0686 -0.6842
C 3.3164 1.3424 0.5990
C 3.2566 -0.1853 0.5994
N 1.9030 -0.7153 0.9417
C 3.7758 -0.7651 -0.7102
C 3.1804 -0.1362 -1.9601
N 1.7371 -0.4780 -2.0464
C 3.4015 1.3751 -1.9519
H 0.9460 2.3448 0.1289
H 1.0041 1.4262 -1.2541
H 1.1494 3.0553 -1.3561
H 3.2927 3.0907 -0.6419
H 2.7901 1.7676 1.4594
H 4.3628 1.6166 0.7565
H 3.9308 -0.5111 1.3947
H 1.6979 -0.4778 1.9098
H 1.9975 -1.7318 0.9789
H 3.6421 -1.8509 -0.7227
H 4.8579 -0.6133 -0.7369
H 3.6991 -0.5373 -2.8339
H 1.6659 -1.4884 -2.1470
H 1.3290 -0.1344 -2.9134
H 2.9711 1.8489 -2.8396
H 4.4749 1.5629 -2.0267
B -1.3288 -0.5744 2.6380
N -1.8780 0.7304 1.8913
C -3.0122 1.3946 2.1406
C -3.0606 2.5336 1.3545
C -1.8663 2.5056 0.6452
N -1.1371 1.4297 0.9640
N -1.9854 -1.8900 2.1122
C -2.8775 -2.7079 2.6811
C -3.1028 -3.7876 1.8418
C -2.2820 -3.5560 0.7475
N -1.5991 -2.4175 0.9062
H -1.4940 -0.4701 3.8153
H -0.1442 -0.6133 2.3462
H -3.7029 1.0163 2.8777
H -3.8309 3.2843 1.3283
H -1.5211 3.1946 -0.1110
H -3.2738 -2.4755 3.6566
H -3.7525 -4.6273 2.0133
H -2.1381 -4.1426 -0.1464
N -3.2185 -0.2721 -0.9018
C -3.0715 -0.2675 -2.3854
C -1.5709 -0.2834 -2.3658
O -0.9772 0.7705 -1.9819
O -0.9945 -1.4125 -2.2063
H -3.9090 -0.9426 -0.5900
H -3.4799 0.6494 -0.5677
H -3.4896 0.6060 -2.8777
H -3.4661 -1.1814 -2.8175

---

No. 2
56
Properties=species:S:1:pos:R:3 method="wB97M-V/def2-TZVPD" e_homo_ha=-0.159 energy_ev=-95203.409 e_above_lowest_kcal_mol=0.00 total_charge=-1 max_force_ev_per_a=1.16 homo_lumo_gap_ev=6.13 lumo_ev=1.79
Bi 3.0113 -0.2899 -0.3478
Te 4.4886 -2.5664 -1.0377
Te 6.4951 -2.4075 0.7988
Te 5.3103 -1.2949 3.0209
Te 2.7141 -1.2254 2.2343
C 0.3904 2.7136 -1.4191
C -0.4552 2.1436 -0.2772
C -1.7816 2.9122 -0.2243
C 0.2603 2.3180 1.0665
O -0.7948 0.7936 -0.5657
Si -0.4022 -0.7772 -0.2166
O 1.0031 -1.2857 -0.7582
O -0.4626 -1.0321 1.4203
C -1.5563 -1.3936 2.2662
C -2.6855 -0.3693 2.1344
C -2.0658 -2.7975 1.9280
C -1.0257 -1.4015 3.6989
O -1.6820 -1.5800 -0.8569
C -2.2012 -1.5128 -2.1797
C -1.0898 -1.2880 -3.2061
C -3.2309 -0.3805 -2.2548
C -2.8935 -2.8514 -2.4421
H 0.6774 3.7402 -1.1879
H -0.1796 2.7018 -2.3501
H 1.2963 2.1312 -1.5778
H -1.5933 3.9831 -0.1386
H -2.3752 2.5800 0.6290
H -2.3473 2.7271 -1.1386
H 0.0514 3.3056 1.4786
H 1.3402 2.2234 0.9715
H -0.0925 1.5664 1.7705
H -3.0322 -0.3308 1.1012
H -2.3261 0.6226 2.4148
H -3.5168 -0.6426 2.7858
H -2.4501 -2.8164 0.9130
H -2.8534 -3.0923 2.6237
H -1.2434 -3.5108 2.0006
H -0.6220 -0.4232 3.9640
H -0.2218 -2.1315 3.7943
H -1.8289 -1.6623 4.3893
H -0.6721 -0.2874 -3.0853
H -1.4701 -1.3949 -4.2227
H -0.2910 -2.0086 -3.0309
H -2.7441 0.5589 -2.0002
H -4.0344 -0.5635 -1.5386
H -3.6530 -0.3084 -3.2588
H -2.1644 -3.6614 -2.3984
H -3.3679 -2.8511 -3.4245
H -3.6513 -3.0298 -1.6775
Cl 5.7759 4.1188 0.6917
C 6.4895 2.6590 -0.0396
Cl 7.6706 1.9385 1.0556
C 5.3105 1.7084 -0.3781
O 4.6770 1.9864 -1.4015
O 5.1014 0.7615 0.4293
H 6.9945 2.9748 -0.9455

---

No. 3
50
Properties=species:S:1:pos:R:3 method="wB97M-V/def2-TZVPD" e_homo_ha=-0.330 energy_ev=-311003.645 e_above_lowest_kcal_mol=3.54 max_force_ev_per_a=1.29 homo_lumo_gap_ev=9.23 lumo_ev=0.25
C -0.8755 4.4056 -1.3232
C -0.6324 5.3650 -0.1559
C 0.1613 4.7450 1.0184
C -0.1104 3.3387 1.3055
N -0.3279 2.2343 1.5291
H -0.9404 3.3573 -1.0372
H -0.0530 4.4654 -2.0392
H -1.7658 4.7137 -1.8730
H -1.4575 6.0151 0.1454
H 0.0003 6.1671 -0.5611
H 0.0625 5.3949 1.8837
H 1.2021 4.7482 0.6809
C 2.4468 0.4613 -2.0480
C 3.7635 1.1036 -2.4426
C 4.3809 2.0099 -1.3290
C 3.6142 3.2539 -1.2324
N 3.0124 4.2265 -1.1587
H 1.6602 1.1418 -1.7099
H 2.4959 -0.2140 -1.1877
H 2.0681 -0.1061 -2.8983
H 3.6425 1.7484 -3.3135
H 4.5643 0.3967 -2.6646
H 5.3805 2.2409 -1.6942
H 4.3849 1.4975 -0.3705
C -0.3871 -1.1742 0.0764
S -1.4036 -2.0113 1.2983
O -2.5564 -1.0715 1.4775
C -2.0115 -3.4005 0.2575
H -0.8935 -1.0065 -0.8730
H 0.5041 -1.7775 -0.1139
H -0.1491 -0.2150 0.5356
H -1.2580 -4.1918 0.2168
H -2.3061 -3.1349 -0.7553
H -2.8548 -3.8174 0.8088
Br -5.6873 -3.1109 3.7455
C -4.9328 -1.3483 3.9855
C -5.9557 -0.2364 3.8363
Br -7.1708 -0.2367 5.4108
H -4.1754 -1.2486 3.2076
H -4.4836 -1.2892 4.9719
H -6.6163 -0.4050 2.9940
H -5.4449 0.7189 3.7836
Br 2.5757 -3.5916 -0.2236
C 2.9400 -4.7724 -1.7194
C 2.3410 -6.1222 -1.4079
Br 2.7599 -7.4593 -2.7894
H 4.0195 -4.8116 -1.8191
H 2.5126 -4.4044 -2.6498
H 1.2573 -6.1065 -1.3323
H 2.6994 -6.4860 -0.4462

---

No. 4
71
Properties=species:S:1:pos:R:3 method="wB97M-V/def2-TZVPD" e_homo_ha="0.083 / -0.230" spin_multiplicity=2 energy_ev=-253216.049 total_charge=-2 max_force_ev_per_a=6.16 homo_lumo_gap_ev="1.43 / 9.88" s2=0.75 lumo_ev="3.69 / 3.63"
P 0.2147 0.2462 0.0846
F 1.3207 0.8147 1.1403
F -0.9477 0.1946 1.2484
F -0.3082 1.7576 -0.3919
F -0.8416 -0.3634 -0.9976
F 1.3676 0.1669 -1.0436
F 0.7081 -1.2437 0.5003
C 1.7008 -0.9634 -7.0690
O 2.7176 -1.7535 -6.3643
C 2.5854 -2.1324 -5.0697
O 3.5603 -2.7499 -4.4880
O 1.4242 -1.6522 -4.5360
C 1.1433 -2.0502 -3.2172
H 0.7383 -1.4714 -7.1291
H 1.8699 -0.6211 -8.0899
H 1.5950 -0.1035 -6.4075
H 0.1907 -1.5818 -2.9696
H 1.8963 -1.7136 -2.5046
H 1.1697 -3.1357 -3.1221
C -5.4920 0.8735 2.8155
O -4.3015 0.2598 3.2602
C -3.1578 0.9281 3.3488
O -2.9372 2.0719 2.9428
O -2.3059 0.1500 4.1409
C -1.0892 0.6845 4.6097
H -5.9867 1.6372 3.4156
H -6.2620 0.1359 2.5891
H -5.2097 1.3101 1.8575
H -0.2010 0.5868 3.9854
H -0.8136 0.1835 5.5377
H -1.3153 1.6856 4.9767
C -3.4861 2.9937 -1.2446
Cl -3.2489 2.8497 -3.0587
Cl -3.7989 4.7055 -0.7935
H -4.3262 2.3519 -0.9792
H -2.6593 2.6090 -0.6474
C -0.2279 1.3374 -3.9886
Cl -1.3776 0.3201 -4.8111
Cl 0.2121 2.6406 -5.1307
H -0.6159 1.7798 -3.0711
H 0.6447 0.7382 -3.7283
C 3.3734 1.9071 3.2929
Cl 3.8757 2.7749 4.7640
Cl 3.9162 2.8429 1.8908
H 3.7676 0.8938 3.3704
H 2.2835 1.9105 3.3046
C 4.3449 -0.4035 0.1156
Cl 4.3090 -1.4578 1.5487
Cl 5.8323 -0.5436 -0.7837
H 3.5468 -0.7214 -0.5552
H 3.9776 0.6069 0.2951
C 1.1704 -1.7807 3.6419
Cl 1.6844 -3.3554 3.1251
Cl 2.4865 -1.0985 4.5510
H 0.8941 -1.1669 2.7846
H 0.3352 -1.7322 4.3407
C -3.4099 -2.2555 0.0329
Cl -2.2225 -3.5234 -0.4949
Cl -3.8021 -1.1311 -1.2696
H -4.3095 -2.6901 0.4688
H -3.0389 -1.7197 0.9066
C 1.6195 -4.1157 -0.3102
Cl 1.1885 -5.2137 -1.6245
Cl 3.1269 -4.7428 0.4126
H 1.9294 -3.2113 -0.8338
H 0.8428 -3.9594 0.4384
C -0.3661 3.7916 2.0972
Cl 0.4230 3.8834 3.6623
Cl -1.4206 5.1675 1.7990
H 0.4064 3.7182 1.3318
H -0.9136 2.8490 2.0969

---

No. 5
52
Properties=species:S:1:pos:R:3 method="wB97M-V/def2-TZVPD" e_homo_ha="-0.788 / -0.710" spin_multiplicity=5 energy_ev=-41286.884 total_charge=+4 max_force_ev_per_a=2.01 homo_lumo_gap_ev="10.20 / 3.02" s2=6.05 lumo_ev="-11.24 / -16.31"
Pd -0.2106 -0.0672 0.1867
C -2.5965 2.2324 -3.4168
N -3.3183 1.6956 -2.3022
C -4.7508 1.7364 -2.3794
C -2.6450 1.1790 -1.2646
O -1.4100 0.9784 -1.3393
C -3.3847 0.8199 0.0284
O -2.4551 0.5708 1.0857
C -2.3948 1.5110 2.1611
C -0.9795 2.0886 2.2986
O -0.0524 1.6160 1.6022
N -0.7319 3.0835 3.1643
C 0.5677 3.6929 3.1919
C -1.6633 3.5835 4.1287
H -2.7040 1.6036 -4.3090
H -1.5401 2.3373 -3.1745
H -3.0199 3.2060 -3.6886
H -5.0513 1.9363 -3.4095
H -5.1725 2.5396 -1.7652
H -5.2032 0.7964 -2.0574
H -3.9496 -0.1158 -0.1130
H -4.0962 1.6102 0.2940
H -2.6560 0.9562 3.0766
H -3.1254 2.3174 2.0262
H 1.1805 3.3498 2.3609
H 1.0856 3.4730 4.1330
H 0.4733 4.7841 3.1510
H -2.5618 2.9822 4.2149
H -1.9434 4.6209 3.9037
H -1.1789 3.6304 5.1120
C 2.8473 -4.2751 -1.7686
N 3.1320 -2.9087 -2.1675
C 4.3652 -2.4408 -1.5632
N 4.1360 -2.4601 -0.1307
C 3.8859 -3.8108 0.3382
N 2.6678 -4.2299 -0.3297
C 1.4800 -3.6464 0.1252
P 1.4576 -1.7463 -0.2863
C 2.0379 -2.0195 -2.0988
C 3.2494 -1.4775 0.3592
H 3.6840 -4.9316 -2.0256
H 1.9520 -4.6538 -2.2688
H 4.6145 -1.4350 -1.9078
H 5.1962 -3.1045 -1.8262
H 3.7713 -3.8375 1.4255
H 4.7146 -4.4709 0.0653
H 1.3812 -3.7644 1.2094
H 0.6123 -4.1100 -0.3561
H 2.3096 -1.0407 -2.5151
H 1.1931 -2.4132 -2.6771
H 3.2293 -1.4952 1.4554
H 3.5708 -0.4763 0.0429

---

No. 6
51
Properties=species:S:1:pos:R:3 method="wB97M-V/def2-TZVPD" e_homo_ha="-0.333 / -0.362" spin_multiplicity=2 energy_ev=-50413.201 e_above_lowest_kcal_mol=0.00 max_force_ev_per_a=5.55 homo_lumo_gap_ev="9.13 / 9.60" s2=0.75 lumo_ev="0.06 / -0.24"
O -0.1081 -3.4509 -6.8222
S -1.3065 -2.6205 -6.5292
O -1.5439 -1.4979 -7.4550
C -1.1419 -2.1002 -4.7822
C -1.3236 -0.5617 -4.5427
C -1.2233 -0.2613 -3.0218
C 0.2233 -0.0826 -2.4579
C 1.3712 -0.5620 -3.3990
S 1.1089 0.1023 -5.0764
O 1.7158 -0.7176 -6.1357
O 1.6916 1.4678 -5.0860
O -0.5084 0.2616 -5.3683
H -2.3992 -3.4723 -6.6085
H -0.2175 -2.5206 -4.3678
H -1.9736 -2.5834 -4.2326
H -2.3637 -0.3421 -4.8343
H -1.7569 -1.0802 -2.5066
H -1.7788 0.6516 -2.7511
H 0.4197 0.9671 -2.1991
H 0.2955 -0.6473 -1.5119
H 2.3065 -0.1019 -3.0517
H 1.4694 -1.6571 -3.3725
C -0.2767 -0.3937 5.0510
C -0.2605 -0.4756 3.5073
C 1.1576 -0.8092 3.0225
C 2.1264 0.3634 3.1474
C 1.5617 1.6083 2.4689
C 0.1434 1.9641 2.9350
N -0.7708 0.7918 2.9203
O -1.1033 0.5576 1.6769
C 0.1946 2.5721 4.3506
C -0.3894 3.1056 2.0552
C -1.1865 -1.6566 3.1773
H -0.4045 -1.3810 5.4962
H 0.6493 -0.0019 5.4706
H -1.1048 0.2208 5.4074
H 1.1231 -1.1256 1.9749
H 1.5458 -1.6612 3.5869
H 2.3505 0.5707 4.1972
H 3.0788 0.0975 2.6824
H 2.2303 2.4539 2.6486
H 1.5625 1.4439 1.3861
H -0.8116 2.7260 4.7448
H 0.6878 3.5449 4.3298
H 0.7541 1.9734 5.0658
H -0.3705 2.8568 0.9944
H 0.2265 3.9967 2.1804
H -1.4136 3.3666 2.3293
H -2.2060 -1.4579 3.5141
H -0.8368 -2.5591 3.6798
H -1.2140 -1.8830 2.1116